(1)
Computed, not measured: C54H41OP2PbS as an isolated structure, with the ωB97M-V functional and the def2-TZVPD basis.

```
100
Properties=species:S:1:pos:R:3
Pb 2.440 0.925 -0.978
O 0.263 0.601 -1.761
S -1.007 0.388 0.522
C -2.380 -0.556 0.060
C -3.233 -0.946 1.142
C -4.339 -1.739 1.006
C -4.658 -2.180 -0.281
C -5.789 -3.037 -0.727
C -5.624 -3.139 -2.255
C -4.363 -2.384 -2.537
C -3.708 -2.158 -3.734
C -2.546 -1.411 -3.688
C -1.967 -0.869 -2.519
P -0.403 -0.020 -2.973
C -0.890 1.219 -4.156
C -1.342 2.447 -3.661
C -1.758 3.432 -4.539
C -1.725 3.200 -5.909
C -1.278 1.984 -6.406
C -0.859 0.992 -5.533
C 0.642 -1.223 -3.756
C 0.529 -2.597 -3.555
C 1.470 -3.454 -4.105
C 2.522 -2.943 -4.851
C 2.647 -1.574 -5.048
C 1.712 -0.712 -4.502
C -2.640 -1.056 -1.283
C -3.830 -1.837 -1.362
C -1.616 1.450 1.720
C -2.930 1.995 1.586
C -3.523 2.768 2.549
C -2.809 3.004 3.741
C -3.204 3.748 4.970
C -1.996 3.605 5.922
C -0.978 2.860 5.117
C 0.323 2.471 5.413
C 1.045 1.832 4.419
C 0.543 1.524 3.131
P 1.838 0.992 1.911
C 2.356 -0.605 2.575
C 3.620 -1.097 2.248
C 3.983 -2.382 2.615
C 3.086 -3.188 3.305
C 1.826 -2.708 3.629
C 1.459 -1.420 3.264
C 3.129 2.207 2.288
C 4.179 1.971 3.176
C 5.105 2.972 3.426
C 4.984 4.207 2.803
C 3.940 4.447 1.918
C 3.021 3.445 1.652
C -0.798 1.819 2.858
C -1.505 2.525 3.863
H -2.948 -0.635 2.137
H -4.921 -2.030 1.869
H -6.748 -2.609 -0.422
H -5.730 -4.011 -0.232
H -6.465 -2.693 -2.791
H -5.552 -4.171 -2.604
H -4.077 -2.545 -4.674
H -2.037 -1.238 -4.629
H -1.351 2.636 -2.594
H -2.101 4.386 -4.161
H -2.043 3.974 -6.594
H -1.247 1.811 -7.472
H -0.501 0.049 -5.928
H -0.272 -3.006 -2.953
H 1.385 -4.520 -3.947
H 3.249 -3.617 -5.284
H 3.469 -1.181 -5.631
H 1.809 0.355 -4.672
H -3.465 1.800 0.665
H -4.507 3.187 2.387
H -4.133 3.349 5.385
H -3.418 4.792 4.722
H -2.255 3.042 6.821
H -1.610 4.566 6.265
H 0.779 2.676 6.372
H 2.075 1.572 4.628
H 4.332 -0.482 1.709
H 4.967 -2.754 2.366
H 3.374 -4.189 3.596
H 1.131 -3.333 4.173
H 0.469 -1.061 3.521
H 4.283 1.010 3.665
H 5.925 2.786 4.106
H 5.712 4.983 2.999
H 3.853 5.406 1.427
H 2.220 3.630 0.943
C 3.249 -4.025 -0.630
C 4.182 -3.185 -1.217
C 3.927 -1.822 -1.313
C 2.733 -1.276 -0.841
C 1.800 -2.143 -0.266
C 2.052 -3.501 -0.152
H 3.452 -5.084 -0.543
H 5.113 -3.590 -1.592
H 4.685 -1.188 -1.765
H 0.863 -1.760 0.129
H 1.327 -4.155 0.316
```

Properties
charge: +3
HOMO (spin up / spin down): -15.057 / -15.056 eV
Kohn-Sham gap (spin up / spin down): 0.15354 / 0.15888 Eh

(2)
Computed, not measured: a single C4H7NO2 molecule at a distorted geometry, with the ωB97M-V functional and the def2-TZVPD basis.

```
14
Properties=species:S:1:pos:R:3
H 0.870 -1.927 1.748
N 0.288 -1.884 0.918
C -0.008 -0.685 0.660
C 0.524 0.545 1.393
O -1.154 -0.520 -0.114
C -1.092 -0.073 -1.501
C 0.231 0.634 -1.551
O 1.231 0.024 -1.250
H 0.110 0.493 2.404
H 1.618 0.565 1.477
H 0.211 1.498 0.956
H -1.142 -0.967 -2.130
H -1.927 0.596 -1.782
H 0.243 1.736 -1.640
```

Properties
SMILES string: [H]/N=C(\C)OCC=O
HOMO: -9.941 eV
energy relative to the best compared isomer or geometry (same formula, charge and spin): 62.48 kcal per mole
Kohn-Sham gap: 0.37610 Eh

(3)
Computed, not measured: a 9-piece molecular cluster, C13H37F9N4O9P overall at a distorted geometry, with the ωB97M-V functional and the def2-TZVPD basis.

```
73
Properties=species:S:1:pos:R:3
N -0.904 1.994 -2.371
H -0.922 1.585 -3.296
H -0.246 2.767 -2.322
H -0.648 1.221 -1.710
H -1.898 2.274 -2.133
N -3.112 -0.583 -0.785
H -3.024 -1.384 -1.395
H -3.866 -0.698 -0.087
H -3.274 0.295 -1.324
H -2.198 -0.439 -0.348
N 0.194 -1.262 -3.578
H 0.054 -0.551 -4.293
H 0.995 -1.847 -3.812
H -0.614 -1.885 -3.563
H 0.224 -0.898 -2.585
N -0.752 -3.282 0.550
H -1.275 -3.523 -0.290
H -0.422 -2.306 0.487
H -0.001 -3.953 0.686
H -1.436 -3.196 1.309
C 0.367 -0.288 0.255
O -0.175 -0.380 -1.024
H -0.255 -0.884 0.947
H 1.383 -0.689 0.375
H 0.343 0.707 0.718
C -3.851 2.511 -1.759
O -3.199 2.355 -0.448
O -3.355 1.546 -2.548
C -5.389 2.547 -1.614
F -5.922 1.365 -1.293
F -5.813 3.419 -0.675
F -5.949 2.951 -2.769
C -3.155 3.494 0.409
C -2.560 3.090 1.753
H -3.180 2.355 2.267
H -1.584 2.651 1.524
H -2.418 3.879 2.490
H -4.124 3.944 0.611
H -2.520 4.258 -0.054
H -3.566 3.541 -2.040
P -4.034 -2.646 2.024
F -4.594 -1.250 1.350
F -5.440 -3.340 1.755
F -3.501 -3.173 0.552
F -3.432 -3.975 2.723
F -2.589 -1.916 2.235
F -4.550 -2.075 3.437
C 6.058 0.664 -1.089
C 4.593 0.349 -1.251
C 3.548 1.422 -0.916
O 2.667 1.347 -2.029
C 3.251 0.743 -3.065
O 2.735 0.538 -4.133
O 4.450 0.272 -2.690
H 6.422 1.163 -0.188
H 6.303 1.454 -1.803
H 6.694 -0.198 -1.269
H 4.168 -0.546 -0.789
H 3.929 2.447 -0.914
H 3.129 1.263 0.076
C 2.274 -1.334 3.740
C 3.559 -2.077 3.337
C 4.000 -1.793 1.864
O 5.192 -1.066 1.973
C 5.477 -0.802 3.273
O 6.318 -0.055 3.654
O 4.630 -1.472 4.064
H 1.434 -2.024 3.629
H 2.100 -0.478 3.088
H 2.270 -0.999 4.775
H 3.527 -3.137 3.575
H 3.251 -1.236 1.304
H 4.212 -2.775 1.437
```

Properties
charge: +1
HOMO: -11.884 eV
Kohn-Sham gap: 0.28582 Eh

Repeat the first record exactly.
Computed, not measured: C54H41OP2PbS as an isolated structure, with the ωB97M-V functional and the def2-TZVPD basis.

```
100
Properties=species:S:1:pos:R:3
Pb 2.440 0.925 -0.978
O 0.263 0.601 -1.761
S -1.007 0.388 0.522
C -2.380 -0.556 0.060
C -3.233 -0.946 1.142
C -4.339 -1.739 1.006
C -4.658 -2.180 -0.281
C -5.789 -3.037 -0.727
C -5.624 -3.139 -2.255
C -4.363 -2.384 -2.537
C -3.708 -2.158 -3.734
C -2.546 -1.411 -3.688
C -1.967 -0.869 -2.519
P -0.403 -0.020 -2.973
C -0.890 1.219 -4.156
C -1.342 2.447 -3.661
C -1.758 3.432 -4.539
C -1.725 3.200 -5.909
C -1.278 1.984 -6.406
C -0.859 0.992 -5.533
C 0.642 -1.223 -3.756
C 0.529 -2.597 -3.555
C 1.470 -3.454 -4.105
C 2.522 -2.943 -4.851
C 2.647 -1.574 -5.048
C 1.712 -0.712 -4.502
C -2.640 -1.056 -1.283
C -3.830 -1.837 -1.362
C -1.616 1.450 1.720
C -2.930 1.995 1.586
C -3.523 2.768 2.549
C -2.809 3.004 3.741
C -3.204 3.748 4.970
C -1.996 3.605 5.922
C -0.978 2.860 5.117
C 0.323 2.471 5.413
C 1.045 1.832 4.419
C 0.543 1.524 3.131
P 1.838 0.992 1.911
C 2.356 -0.605 2.575
C 3.620 -1.097 2.248
C 3.983 -2.382 2.615
C 3.086 -3.188 3.305
C 1.826 -2.708 3.629
C 1.459 -1.420 3.264
C 3.129 2.207 2.288
C 4.179 1.971 3.176
C 5.105 2.972 3.426
C 4.984 4.207 2.803
C 3.940 4.447 1.918
C 3.021 3.445 1.652
C -0.798 1.819 2.858
C -1.505 2.525 3.863
H -2.948 -0.635 2.137
H -4.921 -2.030 1.869
H -6.748 -2.609 -0.422
H -5.730 -4.011 -0.232
H -6.465 -2.693 -2.791
H -5.552 -4.171 -2.604
H -4.077 -2.545 -4.674
H -2.037 -1.238 -4.629
H -1.351 2.636 -2.594
H -2.101 4.386 -4.161
H -2.043 3.974 -6.594
H -1.247 1.811 -7.472
H -0.501 0.049 -5.928
H -0.272 -3.006 -2.953
H 1.385 -4.520 -3.947
H 3.249 -3.617 -5.284
H 3.469 -1.181 -5.631
H 1.809 0.355 -4.672
H -3.465 1.800 0.665
H -4.507 3.187 2.387
H -4.133 3.349 5.385
H -3.418 4.792 4.722
H -2.255 3.042 6.821
H -1.610 4.566 6.265
H 0.779 2.676 6.372
H 2.075 1.572 4.628
H 4.332 -0.482 1.709
H 4.967 -2.754 2.366
H 3.374 -4.189 3.596
H 1.131 -3.333 4.173
H 0.469 -1.061 3.521
H 4.283 1.010 3.665
H 5.925 2.786 4.106
H 5.712 4.983 2.999
H 3.853 5.406 1.427
H 2.220 3.630 0.943
C 3.249 -4.025 -0.630
C 4.182 -3.185 -1.217
C 3.927 -1.822 -1.313
C 2.733 -1.276 -0.841
C 1.800 -2.143 -0.266
C 2.052 -3.501 -0.152
H 3.452 -5.084 -0.543
H 5.113 -3.590 -1.592
H 4.685 -1.188 -1.765
H 0.863 -1.760 0.129
H 1.327 -4.155 0.316
```

Properties
charge: +3
HOMO (spin up / spin down): -15.057 / -15.056 eV
Kohn-Sham gap (spin up / spin down): 0.15354 / 0.15888 Eh